The following is a DFT calculation (ωB97M-V with the def2-TZVPD basis set) of a molecular structure, C9H19B3Cl3O7P.

Element x y z (Å)
1 Cl -0.002 8.262 0.957
2 Cl -1.784 6.976 2.853
3 Cl 1.062 6.356 2.869
4 P 2.671 1.002 -0.114
5 O -0.012 1.344 1.042
6 O -2.004 0.875 -0.230
7 O 3.222 2.074 -1.249
8 O 3.100 -0.367 -0.520
9 O 3.283 1.458 1.336
10 O 0.107 1.094 -1.321
11 O 0.772 -5.488 -1.000
12 C -0.540 -3.632 0.007
13 C 0.453 -4.118 -1.104
14 C 1.969 -5.732 -0.278
15 C -2.317 -2.006 -1.005
16 C -0.978 4.175 1.010
17 C -1.955 -3.458 -0.606
18 C -1.167 -1.186 -1.635
19 C -1.917 3.140 0.983
20 C -0.156 7.608 2.589
21 B -1.320 1.756 0.617
22 B -1.042 0.282 -1.061
23 B 0.762 1.182 -0.088
24 H -0.037 -3.977 -2.075
25 H -0.920 4.911 0.207
26 H -2.984 3.288 1.162
27 H -2.777 -1.518 -0.141
28 H -2.123 -4.152 -1.436
29 H 2.656 -4.880 -0.281
30 H 2.535 2.097 -1.929
31 H 2.483 -6.559 -0.784
32 H -3.116 -2.074 -1.754
33 H -0.287 4.216 1.859
34 H -0.551 -4.354 0.825
35 H -0.185 -2.651 0.337
36 H 4.224 1.629 1.180
37 H 0.014 8.411 3.294
38 H -2.680 -3.765 0.163
39 H -1.370 -1.045 -2.710
40 H -0.176 -1.647 -1.576
41 H 1.743 -6.057 0.745
42 H 1.344 -3.471 -1.137

- HOMO-LUMO gap (eV) = 7.83
- lowest unoccupied orbital energy (eV) = -0.80

***

The following is a DFT calculation (ωB97M-V with the def2-TZVPD basis set) of a molecular structure, C45H44P2V.

Element x y z (Å)
1 V -0.538 1.948 -1.122
2 P -1.783 7.611 -1.908
3 P -1.592 6.430 -4.459
4 C 1.928 3.261 -1.615
5 C -2.675 -0.800 2.455
6 C -0.390 -1.166 -1.854
7 C -0.481 6.859 1.915
8 C 0.517 5.093 -5.822
9 C 2.749 0.327 -0.919
10 C -1.475 10.483 -1.514
11 C -0.904 -0.322 -0.871
12 C -0.701 -3.152 -0.494
13 C -3.124 9.509 -7.700
14 C -2.437 -2.169 2.683
15 C -2.428 2.412 -1.523
16 C 1.970 0.761 -2.100
17 C 1.096 1.068 0.972
18 C -2.321 9.353 -1.437
19 C 1.020 4.070 -6.626
20 C -2.220 -0.204 1.289
21 C -1.337 -2.354 0.508
22 C -2.797 8.865 -5.383
23 C 1.214 2.403 0.748
24 C -2.294 7.608 -5.782
25 C -0.229 7.955 -2.739
26 C -1.281 6.784 -0.360
27 C -0.164 7.462 -4.012
28 C -3.650 9.564 -1.005
29 C -0.824 7.520 0.732
30 C -3.182 9.814 -6.331
31 C -0.626 5.471 2.025
32 C -0.855 5.148 -5.538
33 C -2.216 7.328 -7.150
34 C -1.149 4.748 0.933
35 C -4.075 10.819 -0.546
36 C -1.510 -0.920 0.303
37 C -0.255 -2.580 -1.657
38 C -1.773 -2.924 1.735
39 C -1.309 5.383 -0.281
40 C 1.478 2.034 -2.345
41 C -1.880 11.721 -0.987
42 C -1.710 4.143 -6.033
43 C 2.263 3.063 -0.128
44 C 0.166 3.082 -7.131
45 C -2.641 8.251 -8.104
46 C 2.011 0.031 0.441
47 C -1.208 3.138 -6.849
48 C -3.177 11.890 -0.492
49 H 0.718 3.123 1.423
50 H 0.340 0.733 1.684
51 H 3.240 2.574 -0.015
52 H -2.578 8.003 -9.166
53 H -2.849 9.121 -4.323
54 H 1.196 4.079 -1.705
55 H -1.456 4.784 -1.183
56 H 0.199 -3.181 -2.456
57 H 1.197 5.847 -5.433
58 H -5.110 10.971 -0.233
59 H 2.778 -0.199 1.201
60 H -0.581 -4.228 -0.332
61 H -2.770 4.172 -5.786
62 H -3.223 -0.204 3.185
63 H 1.806 -0.013 -2.847
64 H 3.206 -0.635 -1.189
65 H -0.496 10.422 -1.986
66 H -2.436 0.851 1.082
67 H -2.995 1.654 -0.971
68 H -2.714 3.425 -1.244
69 H 1.478 -0.928 0.342
70 H -0.082 -0.770 -2.824
71 H -2.435 2.231 -2.624
72 H -0.112 7.441 2.761
73 H -1.441 3.697 1.062
74 H 2.432 4.070 0.266
75 H 0.572 8.492 -2.235
76 H -3.515 10.808 -6.015
77 H -0.728 8.592 0.658
78 H 0.595 7.696 -4.762
79 H -1.879 2.394 -7.276
80 H -1.578 -3.985 1.902
81 H 2.084 4.042 -6.860
82 H -3.490 12.855 -0.087
83 H 2.824 3.651 -2.121
84 H -1.181 12.567 -0.976
85 H -1.779 6.386 -7.487
86 H -3.439 10.239 -8.445
87 H -4.360 8.739 -1.038
88 H 0.568 2.264 -7.726
89 H -2.797 -2.622 3.617
90 H -0.330 4.932 2.928
91 H 3.601 0.986 -0.690
92 H 0.943 2.256 -3.300

- HOMO-LUMO gap (spin up / spin down) (eV) = 7.09 / 7.59
- 2S+1 = 4
- ΔE to the lowest compared entry with this formula, charge and spin (kJ/mol) = 0.0
- lowest unoccupied orbital energy (spin up / spin down) (eV) = 0.41 / 0.33
- <S²> = 3.78

***

The following is a DFT calculation (ωB97M-V with the def2-TZVPD basis set) of 2 unconnected molecules or ions with the total composition CH2NOS3.

Element x y z (Å)
1 S -2.783 -0.432 0.130
2 S 1.005 -1.410 0.681
3 S -0.704 1.790 0.388
4 O 1.042 -0.013 -1.272
5 N 0.161 -0.892 -0.612
6 C -1.504 0.487 -0.005
7 H 1.526 0.559 -0.644
8 H 1.258 -0.089 1.334

- HOMO-LUMO gap (spin up / spin down) (eV) = 4.04 / 5.97
- charge = -1
- 2S+1 = 3
- ΔE to the lowest compared entry with this formula, charge and spin (kJ/mol) = 446.2
- lowest unoccupied orbital energy (spin up / spin down) (eV) = 3.20 / 2.29
- <S²> = 2.01

***

The following is a DFT calculation (ωB97M-V with the def2-TZVPD basis set) of C4H4ClN in the gas phase.

Element x y z (Å)
1 Cl -1.519 0.700 1.519
2 N 2.025 0.527 1.735
3 C 0.548 0.419 -0.435
4 C -0.167 -0.913 -0.379
5 C 1.251 0.508 0.936
6 C -1.036 0.210 -0.047
7 H 0.211 -1.568 0.428
8 H -1.732 0.530 -0.906
9 H 0.795 0.893 -1.331
10 H -0.377 -1.306 -1.521

- HOMO-LUMO gap (eV) = 10.79
- ΔE to the lowest compared entry with this formula, charge and spin (kJ/mol) = 229.5
- lowest unoccupied orbital energy (eV) = 0.64
- structure (SMILES) = N#C[C@H]1C[C@H]1Cl

***

The following is a DFT calculation (ωB97M-V with the def2-TZVPD basis set) of C3H7NO2 in the gas phase.

Element x y z (Å)
1 O -0.930 0.594 -1.691
2 O -1.090 1.758 0.275
3 N -0.232 -0.357 0.271
4 C 1.586 -1.566 1.264
5 C 1.097 -0.867 0.007
6 C -0.764 0.678 -0.505
7 H 1.016 -1.605 -0.804
8 H 1.747 -0.073 -0.370
9 H -0.699 -0.373 1.163
10 H 1.691 -0.943 2.151
11 H 0.927 -2.411 1.471
12 H 2.573 -2.017 1.121
13 H -1.188 2.458 -0.380

- HOMO-LUMO gap (eV) = 10.25
- ΔE to the lowest compared entry with this formula, charge and spin (kJ/mol) = 70.9
- lowest unoccupied orbital energy (eV) = 0.78
- structure (SMILES) = CCNC(=O)O

***

The following is a DFT calculation (ωB97M-V with the def2-TZVPD basis set) of a molecular structure, C55H38N8O6S6Sn.

Element x y z (Å)
1 Sn 0.089 0.493 -0.086
2 S 7.830 3.019 -1.274
3 S 3.290 -5.362 -4.141
4 S 2.707 0.565 -2.129
5 S 5.704 0.973 -1.780
6 S -6.115 -2.469 2.277
7 S -0.072 3.363 0.832
8 O -2.525 1.435 -7.297
9 O 0.808 0.260 4.261
10 O -0.827 4.537 1.217
11 O -0.014 3.105 -0.602
12 O 1.013 0.052 2.062
13 O -3.335 3.394 -6.859
14 N 1.143 -2.655 -0.359
15 N -1.303 -1.532 0.632
16 N -2.415 1.526 -0.981
17 N -0.610 2.025 1.492
18 N -2.809 2.332 -6.489
19 N -1.024 -0.093 -2.609
20 N 3.977 2.891 -1.831
21 N 5.199 3.454 -1.674
22 C 3.001 -3.831 -3.353
23 C -0.970 0.244 -5.365
24 C -1.732 0.888 -3.178
25 C -0.184 -4.358 -1.464
26 C 4.597 -4.695 -5.046
27 C -3.784 3.756 -1.961
28 C 3.881 -2.885 -3.803
29 C -6.122 -0.220 3.494
30 C -0.122 -3.239 -0.587
31 C -0.310 1.866 2.880
32 C 1.975 -3.716 -2.345
33 C 1.646 -2.638 0.962
34 C 2.612 2.747 1.068
35 C -2.463 -3.565 0.008
36 C -2.448 -4.792 -0.715
37 C 3.242 5.030 2.489
38 C -2.450 1.767 -2.294
39 C -3.557 -1.909 1.388
40 C -6.905 -1.308 3.277
41 C -0.224 -0.738 -4.753
42 C 4.179 6.817 -0.639
43 C 3.918 2.986 1.449
44 C 2.084 -2.781 -1.355
45 C -0.303 -0.883 -3.374
46 C -1.374 -5.152 -1.450
47 C 0.575 0.610 3.113
48 C 5.239 4.844 -1.498
49 C -1.779 1.083 -4.584
50 C 2.751 -1.858 1.286
51 C 3.363 -1.993 2.514
52 C 1.934 4.801 2.089
53 C -3.716 3.503 -0.616
54 C 1.774 -3.666 3.133
55 C -3.576 -3.130 0.702
56 C 3.982 1.610 -1.909
57 C -4.686 -1.460 2.148
58 C 4.250 4.131 2.165
59 C 4.785 -3.380 -4.766
60 C 5.677 4.382 2.548
61 C 2.895 -2.915 3.436
62 C -2.592 2.147 -5.113
63 C 0.874 -4.622 -2.310
64 C -3.032 2.362 -0.176
65 C 6.318 5.611 -1.927
66 C -3.214 3.031 -4.248
67 C -2.377 -1.142 1.262
68 C 5.271 7.577 -1.026
69 C 6.327 6.972 -1.686
70 C 1.148 -3.527 1.909
71 C 1.623 3.657 1.379
72 C -3.153 2.865 -2.855
73 C 6.260 2.615 -1.590
74 C -4.868 -0.301 2.864
75 C 4.149 5.459 -0.885
76 C -1.274 -2.755 0.025
77 H -4.299 4.622 -2.357
78 H 1.395 -4.389 3.843
79 H -1.231 1.776 3.468
80 H 3.484 5.918 3.060
81 H -4.163 4.172 0.105
82 H 4.219 -1.377 2.746
83 H 0.244 -1.664 -2.868
84 H -2.309 -0.157 1.705
85 H 7.146 5.152 -2.440
86 H 6.144 3.461 2.891
87 H 3.391 -3.038 4.389
88 H 3.297 4.859 -0.611
89 H 6.232 4.732 1.676
90 H 5.547 -2.778 -5.231
91 H -3.777 3.857 -4.663
92 H 5.138 -5.323 -5.727
93 H 0.844 -5.456 -2.992
94 H 1.141 5.501 2.312
95 H 3.858 -1.862 -3.471
96 H 5.752 5.133 3.332
97 H -0.938 0.368 -6.436
98 H -2.963 2.148 0.878
99 H 7.169 7.564 -2.017
100 H 0.288 -4.138 1.679
101 H -4.476 -3.734 0.704
102 H -4.123 0.469 2.936
103 H 4.697 2.285 1.187
104 H 0.247 2.733 3.256
105 H -6.437 0.618 4.090
106 H 2.956 -2.156 -1.273
107 H 3.113 -1.125 0.582
108 H -3.333 -5.415 -0.681
109 H 3.345 7.280 -0.132
110 H 2.357 1.855 0.511
111 H 5.296 8.640 -0.828
112 H 0.419 -1.382 -5.330
113 H -1.376 -6.060 -2.036
114 H -7.894 -1.512 3.634

- HOMO-LUMO gap (eV) = 2.99
- charge = -2
- ΔE to the lowest compared entry with this formula, charge and spin (kJ/mol) = 126.9
- lowest unoccupied orbital energy (eV) = 2.11

***

The following is a DFT calculation (ωB97M-V with the def2-TZVPD basis set) of a molecular structure, C18H16FN5O4S.

Element x y z (Å)
1 S 1.070 2.460 -0.748
2 F 0.686 -3.591 -1.092
3 O -2.915 2.807 -0.171
4 O 5.141 -0.056 -0.353
5 O -0.911 0.780 -2.486
6 O -3.303 -1.928 -0.035
7 N 2.619 2.437 -0.293
8 N -3.315 -0.068 -1.335
9 N -0.473 -1.079 -1.263
10 N 2.699 -1.043 -1.157
11 N 5.238 2.104 0.312
12 C -2.721 1.447 1.578
13 C -1.658 -1.744 -1.795
14 C -1.915 2.591 1.802
15 C -2.860 -1.279 -0.959
16 C 0.456 -1.328 2.316
17 C 0.590 -2.850 0.035
18 C 1.033 0.777 -1.157
19 C -2.074 3.379 0.704
20 C -3.314 1.632 0.363
21 C 1.069 -3.370 1.220
22 C 0.033 -1.577 -0.040
23 C 3.166 1.248 -0.451
24 C -4.166 0.724 -0.464
25 C 4.596 1.021 -0.162
26 C 2.295 0.232 -0.957
27 C -0.195 0.190 -1.687
28 C 1.002 -2.600 2.367
29 C -0.031 -0.822 1.126
30 H 6.221 2.053 0.517
31 H 4.732 2.966 0.424
32 H 0.396 -0.728 3.211
33 H 1.492 -4.362 1.227
34 H -2.763 0.449 -2.016
35 H -2.851 0.605 2.226
36 H -1.771 -1.462 -2.843
37 H 1.374 -2.995 3.299
38 H -1.660 4.331 0.439
39 H 2.182 -1.637 -1.781
40 H -0.478 0.160 1.092
41 H -1.305 2.794 2.658
42 H -4.712 0.033 0.180
43 H 3.700 -1.180 -1.074
44 H -1.538 -2.823 -1.702
45 H -4.858 1.305 -1.077

- HOMO-LUMO gap (eV) = 8.31
- lowest unoccupied orbital energy (eV) = -0.14

***

The following is a DFT calculation (ωB97M-V with the def2-TZVPD basis set) of a molecular structure, C5H14N2O2.

Element x y z (Å)
1 O 1.098 -1.617 -0.034
2 O -2.104 0.529 -0.486
3 N 0.982 0.980 0.404
4 N 1.598 2.029 -0.348
5 C 1.587 0.744 1.720
6 C 0.352 -0.340 -1.920
7 C -1.938 -1.828 0.107
8 C 0.485 -0.657 -0.456
9 C -1.365 -0.435 0.276
10 H 1.394 2.928 0.081
11 H 1.025 -0.037 2.234
12 H -1.443 -0.172 1.346
13 H -3.052 0.387 -0.340
14 H 1.349 -0.164 -2.332
15 H -0.072 -1.210 -2.420
16 H -1.369 -2.560 0.686
17 H 2.616 0.399 1.605
18 H 2.610 1.909 -0.348
19 H 1.530 1.655 2.318
20 H -0.115 0.953 0.496
21 H -1.908 -2.134 -0.943
22 H -2.981 -1.887 0.450
23 H -0.279 0.528 -2.096

- HOMO-LUMO gap (eV) = 8.64
- ΔE to the lowest compared entry with this formula, charge and spin (kJ/mol) = 451.7
- lowest unoccupied orbital energy (eV) = 0.73

***

The following is a DFT calculation (ωB97M-V with the def2-TZVPD basis set) of a molecular structure, C33H56FO4PPbS2Si.

Element x y z (Å)
1 Pb -1.067 -0.076 0.087
2 S -0.299 0.763 -4.666
3 S -0.818 0.956 -2.644
4 P 2.142 0.292 0.742
5 Si -2.701 2.175 0.489
6 F -0.886 -0.543 2.304
7 O 1.109 1.166 -4.761
8 O -0.488 -0.650 -5.023
9 O -1.200 1.648 -5.395
10 O -2.881 -2.727 0.265
11 C -1.542 -3.258 -2.306
12 C -1.911 2.917 3.156
13 C 5.360 1.524 -1.613
14 C -4.758 0.394 -0.068
15 C 3.966 0.619 3.049
16 C -2.276 -3.742 0.042
17 C 3.240 0.897 -0.617
18 C 2.079 -2.124 -0.519
19 C 1.843 -2.181 1.970
20 C -4.382 0.762 2.359
21 C 1.560 1.156 3.278
22 C -2.746 -2.424 -2.649
23 C 3.380 1.470 -2.978
24 C -2.040 3.504 1.738
25 C -4.434 1.464 0.991
26 C 4.741 1.695 -2.850
27 C 0.688 -4.891 -1.911
28 C -3.042 3.170 -1.088
29 C 4.094 -1.899 0.897
30 C -0.540 -3.351 -3.274
31 C -0.263 -4.809 -0.916
32 C 4.618 1.123 -0.511
33 C -1.373 -3.956 -1.098
34 C 2.753 1.187 2.308
35 C -0.637 3.865 1.222
36 C 1.698 -4.129 -4.091
37 C 0.582 -4.133 -3.082
38 C -5.560 2.498 0.995
39 C 3.022 2.658 1.948
40 C -2.863 4.795 1.808
41 C 2.611 -1.542 0.803
42 C 2.637 1.083 -1.863
43 C -0.048 -5.575 0.373
44 H -4.262 1.478 3.176
45 H 2.290 -1.918 2.935
46 H 0.040 -4.902 1.229
47 H -5.418 3.253 1.774
48 H -3.550 0.049 2.414
49 H 1.396 -3.607 -4.999
50 H -0.684 4.387 0.261
51 H -0.643 -2.735 -4.163
52 H -0.025 2.970 1.072
53 H -2.997 5.242 0.819
54 H 4.876 0.614 2.447
55 H -3.852 4.624 2.242
56 H -5.636 3.015 0.033
57 H -2.346 5.532 2.444
58 H -3.040 -2.621 -3.683
59 H -2.881 2.895 3.662
60 H 5.328 2.001 -3.710
61 H 1.233 0.139 3.506
62 H -2.108 3.577 -1.489
63 H 4.549 -1.595 1.838
64 H -4.043 -0.438 -0.036
65 H 4.001 2.801 1.492
66 H -1.235 3.534 3.770
67 H 1.009 -1.937 -0.658
68 H -2.474 -1.362 -2.623
69 H -1.523 1.892 3.145
70 H -4.744 0.802 -1.085
71 H 1.833 1.668 4.212
72 H 2.858 1.575 -3.924
73 H -3.750 3.992 -0.927
74 H -3.424 2.521 -1.881
75 H -0.871 -6.265 0.579
76 H -5.758 -0.027 0.115
77 H 3.779 -0.394 3.411
78 H -2.324 -4.558 0.787
79 H 0.870 -6.159 0.308
80 H -5.318 0.208 2.538
81 H -0.119 4.516 1.942
82 H 1.876 -3.275 1.872
83 H 2.275 3.050 1.255
84 H 2.229 -3.210 -0.510
85 H -3.589 -2.581 -1.982
86 H 2.013 -5.145 -4.345
87 H 6.425 1.697 -1.506
88 H 2.566 -3.604 -3.682
89 H 4.664 -1.472 0.072
90 H 5.126 0.982 0.434
91 H 0.795 -1.855 2.000
92 H 0.695 1.658 2.847
93 H 1.563 -5.517 -1.760
94 H 2.604 -1.713 -1.383
95 H 1.567 0.923 -1.992
96 H 2.977 3.259 2.864
97 H 4.154 1.252 3.927
98 H 4.180 -2.991 0.826
99 H -6.522 2.000 1.187

- HOMO-LUMO gap (eV) = 5.29
- charge = -2
- ΔE to the lowest compared entry with this formula, charge and spin (kJ/mol) = 51.4
- lowest unoccupied orbital energy (eV) = 4.18

***

The following is a DFT calculation (ωB97M-V with the def2-TZVPD basis set) of C4H7ClO in the gas phase.

Element x y z (Å)
1 Cl -1.812 -1.103 -0.264
2 O 1.970 -1.081 -0.069
3 C 0.158 0.572 -1.242
4 C -0.282 -0.230 -0.085
5 C -0.497 0.640 1.147
6 C 0.859 -1.336 0.248
7 H 0.540 -2.337 0.728
8 H 0.278 -0.028 -2.116
9 H 0.376 1.174 1.378
10 H -0.580 1.306 -1.502
11 H -0.867 0.084 2.029
12 H -1.242 1.380 0.827
13 H 1.098 0.959 -1.080

- HOMO-LUMO gap (eV) = 10.79
- ΔE to the lowest compared entry with this formula, charge and spin (kJ/mol) = 56.5
- lowest unoccupied orbital energy (eV) = 0.88
- structure (SMILES) = CC(C)(Cl)C=O

***

Number 1: molecular weight 409.01 g/mol, E -2677.71197 hartree. Number 2: molecular weight 697.74 g/mol, E -3367.63040 hartree. Number 3: molecular weight 140.23 g/mol, E -1363.71612 hartree. Number 4: molecular weight 101.54 g/mol, E -669.67410 hartree. Number 5: molecular weight 89.09 g/mol, E -323.75395 hartree. Number 6: molecular weight 1218.07 g/mol, E -5611.67256 hartree. Number 7: molecular weight 417.42 g/mol, E -1768.38519 hartree. Number 8: molecular weight 134.18 g/mol, E -458.76553 hartree. Number 9: molecular weight 866.20 g/mol, E -3312.05316 hartree. Number 10: molecular weight 106.55 g/mol, E -692.02440 hartree.